(1)
Molecular formula: C46H48CaN2P2Si2
Method: DFT, ωB97M-V/def2-TZVPD

Results
Charge = -2
F_max = 5.0 eV/A
LUMO = 3.9483 eV
Calculated total energy = -104233.8770 eV

Positions of all 101 atoms, in Å:
Ca  -0.029504  -0.755700  -1.624061
C  -3.612826  -1.532720  -2.142836
Si  -3.559567  0.248092  -1.562063
C  -4.740917  1.211825  -2.783861
C  -4.445379  0.350518  0.039356
N  -1.840549  0.688774  -1.569963
P  -1.201114  2.096189  -1.159136
C  0.437728  1.895386  -1.189831
P  2.009603  1.433199  -0.744428
N  2.086151  -0.124584  -1.090699
Si  3.059832  -1.505110  -1.272360
C  4.691731  -1.175366  -2.144479
C  2.123625  -2.874866  -2.283243
C  3.584874  -2.231501  0.468774
C  3.127627  2.274027  -1.909914
C  4.282524  3.004882  -1.552060
C  5.045671  3.567876  -2.597923
C  4.661850  3.503924  -3.925267
C  3.551067  2.718101  -4.237707
C  2.752753  2.170299  -3.269703
C  2.503192  1.806462  0.913804
C  2.676221  0.823852  1.875157
C  3.247217  1.119135  3.098006
C  3.720050  2.369253  3.345501
C  3.650846  3.340059  2.363041
C  2.943216  3.134823  1.171119
C  -1.771019  3.302506  -2.348952
C  -3.122331  3.612020  -2.394333
C  -3.646737  4.367763  -3.429950
C  -2.821259  4.968491  -4.389739
C  -1.466002  4.934447  -4.151249
C  -0.935340  4.062310  -3.149209
C  -1.812951  2.746804  0.474159
C  -1.613369  1.886110  1.587129
C  -2.216637  2.119381  2.811287
C  -3.078220  3.201883  2.946508
C  -3.247562  4.044607  1.839950
C  -2.584642  3.867390  0.618196
H  -4.640559  -1.963642  -2.088765
H  -2.957748  -2.131112  -1.465669
H  -3.207026  -1.711238  -3.150232
H  -5.423825  0.433247  -3.114124
H  -4.227822  1.598152  -3.672544
H  -5.323573  2.008061  -2.316580
H  -5.506475  0.153434  -0.083371
H  -4.224579  1.360496  0.479285
H  -4.083050  -0.444589  0.727771
H  4.577645  -0.390092  -2.933824
H  5.041505  -2.089129  -2.608876
H  5.487664  -0.802283  -1.494061
H  1.933240  -2.717935  -3.375038
H  1.143066  -3.166782  -1.789718
H  2.784854  -3.745150  -2.165092
H  3.991906  -1.400176  1.101785
H  4.432919  -2.931822  0.303091
H  2.715241  -2.712275  0.927874
H  4.549599  3.171904  -0.482395
H  5.980432  4.080631  -2.349248
H  5.241139  4.025776  -4.689435
H  3.341548  2.540519  -5.292756
H  1.847846  1.672278  -3.546779
H  2.363714  -0.168540  1.609527
H  3.323958  0.407762  3.927314
H  4.170044  2.613331  4.338293
H  4.145860  4.249861  2.485483
H  2.775393  3.872796  0.371553
H  -3.808223  3.274919  -1.592051
H  -4.715930  4.509351  -3.563283
H  -3.226435  5.508619  -5.260205
H  -0.799611  5.561893  -4.643056
H  0.126567  4.067801  -2.881879
H  -0.953236  1.031598  1.477224
H  -2.060790  1.437593  3.681552
H  -3.625454  3.430086  3.837650
H  -4.004173  4.855216  1.916574
H  -2.532967  4.660286  -0.117048
C  -0.580918  -2.207431  0.132804
C  -0.776305  -3.000875  1.067835
C  -0.782315  -3.945717  2.116134
C  -0.489644  -3.439990  3.408980
C  -0.225914  -2.007639  3.554966
C  -0.016827  -1.382894  4.739023
C  0.209330  -2.199920  5.836064
C  0.190421  -3.578487  5.745615
C  -0.186472  -4.193940  4.554295
C  -0.958974  -5.361603  1.743429
C  -0.930257  -5.768554  0.417660
C  -1.185878  -7.103737  0.061222
C  -1.550208  -8.023991  1.058890
C  -1.626413  -7.625933  2.340540
C  -1.369102  -6.296976  2.688202
H  -0.215923  -1.418054  2.620526
H  0.012982  -0.311582  4.793145
H  0.437138  -1.738817  6.787726
H  0.483440  -4.233126  6.560434
H  -0.123028  -5.284791  4.487865
H  -0.830230  -5.042446  -0.399001
H  -1.071902  -7.447174  -0.967291
H  -1.829647  -9.030529  0.766857
H  -2.030721  -8.246205  3.081386
H  -1.615145  -5.930927  3.664729

Cartesian forces (eV/Å) of the 3 atoms listed first:
-0.451 0.770 0.384
0.110 -0.884 0.289
1.243 0.329 -1.367

Mulliken atomic charge list, values in e, 6 entries: 1.24, -0.93, 0.07, -1.37, -0.86, 0.05

(2)
Molecular formula: C33H23N4O4P2Se2Ti
Method: DFT, ωB97M-V/def2-TZVPD

Results
Charge = -1
F_max = 0.1 eV/A
LUMO (alpha / beta) = 2.0283 / 2.0277 eV
Energy relative to the best compared isomer or geometry (same formula, charge and spin) = 0.000 eV
Calculated total energy = -221138.2828 eV

Positions of all 69 atoms, in Å:
Ti  2.463550  -2.199790  0.381504
O  5.595197  -2.664097  -2.213242
C  4.815119  -2.312220  -1.355597
O  3.673566  -2.847290  -1.048244
C  5.105231  -1.102476  -0.485312
C  6.171265  -0.224984  -0.583419
C  6.182921  0.882892  0.257673
C  5.137612  1.102910  1.148792
C  4.119390  0.173822  1.182828
N  4.148594  -0.894325  0.404455
C  2.827803  0.256647  1.972686
O  2.594422  1.195439  2.707594
O  2.053435  -0.750656  1.722410
H  6.942730  -0.408451  -1.317410
H  6.997658  1.593539  0.199534
H  5.088463  1.973089  1.787540
Se  -3.363237  0.545573  -2.000628
P  -1.659393  1.481004  -1.159452
C  -1.820372  1.799846  0.620880
C  -3.023522  2.310563  1.103326
C  -3.157564  2.604017  2.449523
C  -2.096922  2.380657  3.321631
C  -0.901865  1.865818  2.846355
C  -0.760571  1.578938  1.494298
C  -1.316936  3.121125  -1.865089
C  -1.967493  3.537981  -3.016846
C  -1.696679  4.790544  -3.552211
C  -0.779285  5.625301  -2.934020
C  -0.128646  5.209247  -1.778420
C  -0.394855  3.960599  -1.244164
C  -0.114461  0.603807  -1.320749
C  0.288078  -0.653439  -0.887989
N  1.618649  -0.708917  -1.122021
N  2.014372  0.423744  -1.679998
N  0.985664  1.228691  -1.807139
P  -0.080789  -2.160510  0.011897
Se  2.408442  -3.979413  1.738204
C  -1.208377  -1.829683  1.388242
C  -0.727491  -1.886900  2.692545
C  -1.578052  -1.591249  3.748658
C  -2.895698  -1.234106  3.504628
C  -3.377550  -1.185985  2.202408
C  -2.539242  -1.494848  1.144140
C  -0.969013  -3.291922  -1.081792
C  -1.586291  -2.873350  -2.254132
C  -2.251232  -3.798282  -3.048155
C  -2.297381  -5.132756  -2.674055
C  -1.674049  -5.551838  -1.504465
C  -1.006490  -4.635481  -0.709512
H  -3.853062  2.455475  0.421183
H  -4.093987  2.999439  2.823494
H  -2.210163  2.603223  4.375720
H  -0.063769  1.674637  3.504627
H  0.178500  1.170073  1.142672
H  -2.687698  2.877925  -3.484280
H  -2.205779  5.110790  -4.452492
H  -0.567296  6.602403  -3.350388
H  0.591979  5.857399  -1.296418
H  0.120481  3.633763  -0.349796
H  0.306592  -2.152064  2.872115
H  -1.202989  -1.629892  4.763654
H  -3.551160  -0.987996  4.331493
H  -4.403010  -0.898455  2.007180
H  -2.914441  -1.446272  0.127976
H  -1.559656  -1.829626  -2.541224
H  -2.734859  -3.468661  -3.958852
H  -2.815113  -5.851607  -3.297050
H  -1.698578  -6.595639  -1.218546
H  -0.494698  -4.957739  0.191239

Cartesian forces (eV/Å) of the 3 atoms listed first:
0.082 0.006 -0.026
-0.022 0.001 0.010
0.012 -0.010 -0.017

Mulliken atomic charge list, values in e, 6 entries: -0.39, -0.70, 0.41, -0.37, 0.42, -0.67

(3)
Molecular formula: C2H6ClMg2O
Method: DFT, ωB97M-V/def2-TZVPD

Results
Charge = +3
F_max = 1.7 eV/A
LUMO = -14.9966 eV
Energy relative to the best compared isomer or geometry (same formula, charge and spin) = 5.915 eV
Calculated total energy = -27594.2023 eV

Positions of all 12 atoms, in Å:
Mg  6.503186  5.425355  -2.359788
Mg  0.581708  3.679836  2.308245
Cl  3.384855  4.885149  -0.503298
C  -1.184964  -2.370680  0.483103
C  -1.493101  -1.036284  -0.249822
O  -0.462620  -0.077936  0.059224
H  -1.122015  -2.268362  1.566450
H  -0.298359  -2.876971  0.101399
H  -2.035909  -3.042038  0.367819
H  -2.437568  -0.586763  0.056803
H  -1.653026  -1.466778  -1.238356
H  0.217813  -0.264526  -0.591779

Cartesian forces (eV/Å) of the 3 atoms listed first:
-1.202 -0.157 0.706
0.149 -0.039 -0.367
1.005 0.063 -0.460

Mulliken atomic charge list, values in e, 6 entries: 1.54, 1.58, -0.42, -0.95, -0.20, -0.42

(4)
Molecular formula: C17H29CoN2S
Method: DFT, ωB97M-V/def2-TZVPD

Results
Charge = +2
F_max = 8.2 eV/A
LUMO (alpha / beta) = -5.4819 / -9.0738 eV
Spin multiplicity = 5
Energy relative to the best compared isomer or geometry (same formula, charge and spin) = 0.000 eV
Calculated total energy = -69524.6179 eV
⟨S²⟩ = 6.0146

Positions of all 50 atoms, in Å:
C  -2.245209  -2.202636  1.769776
H  -2.708688  -2.936158  2.450550
H  -2.945302  -2.016437  0.936984
H  -2.149943  -1.256409  2.329700
C  -0.854291  -2.669398  1.285306
H  -0.631443  -2.191153  0.321321
H  -0.080023  -2.241052  1.928937
C  -0.558023  -4.177074  1.262641
H  0.515595  -4.368957  1.426974
H  -1.079280  -4.638209  2.110450
H  -0.855069  -4.678756  0.329240
C  1.543251  1.256000  -2.121983
C  1.813396  -0.158614  -2.175722
C  0.552297  -0.848245  -2.181490
C  -0.488869  0.117002  -2.121158
C  0.109884  1.415621  -2.066959
C  -0.654940  2.684780  -1.953608
C  -1.937409  -0.205938  -2.219406
C  0.350079  -2.313063  -2.328887
C  3.148919  -0.811857  -2.197537
C  2.575306  2.328389  -2.128119
Co  0.812224  0.326985  -0.606233
H  -2.542907  0.555968  -1.725990
H  -2.291956  -0.276148  -3.255038
H  -2.141374  -1.180412  -1.764031
H  -1.716135  2.457548  -1.779802
H  -0.255672  3.317086  -1.146189
H  -0.596091  3.258547  -2.884629
H  3.502717  1.927326  -1.708489
H  2.816202  2.721406  -3.123200
H  2.233098  3.167636  -1.516268
H  3.033058  -1.870123  -1.946096
H  3.668262  -0.744361  -3.160536
H  3.785089  -0.348365  -1.437088
H  -0.595696  -2.614207  -1.867435
H  0.318516  -2.638778  -3.376721
H  1.160275  -2.859674  -1.838373
C  0.279799  3.332355  1.953287
N  -0.281236  2.219607  2.704323
C  -1.105865  2.367249  3.808649
C  -1.365088  1.130251  4.294561
N  -0.700097  0.229549  3.470020
C  0.032676  0.904286  2.532762
S  1.256351  0.261947  1.546695
H  1.364541  3.356793  2.102985
H  0.059127  3.239279  0.883071
H  -0.144033  4.279118  2.305852
H  -1.418679  3.345876  4.139862
H  -1.922799  0.825620  5.159029
H  -0.664547  -0.780201  3.578008

Cartesian forces (eV/Å) of the 3 atoms listed first:
-0.027 -0.110 -0.026
0.177 0.247 -0.300
0.233 -0.199 0.368

Mulliken atomic charge list, values in e, 6 entries: -0.99, 0.34, 0.32, 0.18, 1.08, -0.65

(5)
Molecular formula: C18H20N6S
Method: DFT, ωB97M-V/def2-TZVPD

Results
F_max = 5.5 eV/A
LUMO = 0.2272 eV
Energy relative to the best compared isomer or geometry (same formula, charge and spin) = 3.687 eV
Calculated total energy = -38763.4753 eV
SMILES string = Cc1nc(NC2CCCC2)sc1-c1ccnc(Nc2ccccn2)n1

Positions of all 45 atoms, in Å:
N  -1.179337  0.164133  -1.488900
N  3.824917  0.373557  2.728903
N  2.461988  -0.601790  1.177065
N  3.060955  -3.598697  3.213610
S  -0.325441  2.196127  -0.141722
C  -1.413447  1.488476  -1.322108
C  0.563211  0.641636  0.025580
C  -0.117081  -0.322960  -0.657717
C  3.409613  -0.677984  2.047461
C  3.347773  1.606409  2.424822
C  2.678031  -4.531147  4.147815
C  1.759725  0.535482  0.983976
C  3.403613  -2.394158  3.632696
C  2.256362  1.662224  1.602499
C  2.571989  -4.224589  5.438475
C  3.301383  -1.977005  4.915759
C  2.984213  -2.977830  5.943313
N  3.909766  -1.890252  2.439760
N  -2.530154  2.098120  -1.842267
C  0.131686  -1.883795  -0.758911
C  -4.408420  2.902927  -4.729299
C  -3.560562  1.705791  -5.242029
C  -4.244569  2.932887  -3.230262
C  -2.570241  1.436028  -4.191626
C  -3.404099  1.732571  -2.927830
H  3.602978  2.467526  3.057003
H  2.217989  -5.483079  3.816119
H  1.919531  2.680212  1.429367
H  2.322480  -5.014320  6.071347
H  3.576185  -0.959532  5.107813
H  2.685310  -2.805997  7.000603
H  3.555347  -2.481852  1.683067
H  -2.680412  2.958246  -1.321465
H  0.256256  -2.046791  -1.823690
H  -0.681216  -2.588330  -0.430895
H  1.054637  -2.233443  -0.212474
H  -5.457932  2.705366  -4.985411
H  -3.930240  3.802948  -5.210778
H  -3.097683  2.012506  -6.163060
H  -4.151430  0.751359  -5.448887
H  -5.245615  2.485674  -2.902633
H  -3.934728  3.889025  -2.751510
H  -2.208471  0.435961  -4.115663
H  -1.627771  2.127529  -4.380317
H  -4.087091  0.900830  -2.607596

Cartesian forces (eV/Å) of the 3 atoms listed first:
0.652 1.168 1.060
1.568 2.190 0.992
-3.035 -0.833 -2.374

Mulliken atomic charge list, values in e, 6 entries: -0.51, -0.53, -0.34, -0.43, -0.39, 0.42

Q: calculated total energy of number 2 (C33H23N4O4P2Se2Ti)?
A: -221138.2828 eV